# 1
This record from the OMol25 dataset describes C4H6ClF in the gas phase. The level of theory is ωB97M-V/def2-TZVPD.

Calculated values
**Energy**: -19484.576 eV
**Energy above the lowest of the compared OMol25 structures with the same formula, charge and spin**: 16.0 kJ/mol
**SMILES**: C/C(Cl)=C/CF
**Orbital gap**: 0.3829 Eh

Structure (ORCA input):
```
! wB97M-V def2-TZVPD RIJCOSX def2/J DEFGRID3
* xyz 0 1
C 1.68326 1.00031 -0.01560
H 1.19372 1.96758 -0.05770
H 2.27139 0.91840 -0.91976
H -1.70818 -1.50820 0.96218
H -0.91485 1.16120 0.00214
C -0.62917 0.14782 0.00464
F -2.94090 -0.34564 -0.03238
C -1.69950 -0.94019 0.01932
Cl 1.28561 -1.71580 -0.01507
H 2.44254 1.00951 0.81244
C 0.67243 -0.08954 0.07192
H -1.65634 -1.60544 -0.83211
*
```

Charges computed using Löwdin, reported in e: atom 1 (C): -0.127, atom 2 (H): 0.075, atom 3 (H): 0.071, atom 4 (H): 0.123, atom 5 (H): 0.100, atom 6 (C): -0.102, atom 7 (F): -0.065, atom 8 (C): -0.218, atom 9 (Cl): 0.671, atom 10 (H): 0.095, atom 11 (C): -0.732, atom 12 (H): 0.109

# 2
This record from the OMol25 dataset describes a molecular structure, C51H55N6O2STa. The level of theory is ωB97M-V/def2-TZVPD.

Calculated values
**Energy**: -79191.009 eV
**Orbital gap**: 0.1865 Eh

Structure (ORCA input):
```
! wB97M-V def2-TZVPD RIJCOSX def2/J DEFGRID3
* xyz 2 1
H -4.92680 3.77437 -4.40660
H -0.70583 4.26686 4.52673
H -3.09318 0.10355 3.94901
H 3.43250 0.43376 4.25400
H -2.50450 2.52967 3.91151
C 1.46691 4.34984 0.83483
H 2.31344 -5.34688 4.34370
Ta 0.21899 -0.30979 -0.69184
C 1.24342 2.23232 1.73681
H -1.50026 -4.49086 -4.16538
C 1.87092 -4.41291 3.99816
C 0.28668 3.81329 4.55504
H -2.32073 -1.39281 2.12841
H -5.45271 -0.39415 -4.11637
C 4.75893 -0.32430 -0.99995
C -1.88537 -0.63965 -2.94404
N -1.38473 0.14119 1.08528
C 2.15872 -0.64541 5.62721
C 0.38404 -3.38635 -0.42276
H 1.09727 5.33956 3.27976
S 2.42699 0.77698 -1.78177
H 7.91458 0.87140 -1.18534
H 0.74795 4.12973 5.48973
C -1.00976 -2.76356 -2.05777
C -1.48294 -5.01786 -3.20907
O 1.99012 1.71366 -2.76517
C 2.88900 -3.58196 3.20944
C -0.81286 -4.16271 -2.17813
H -4.31651 3.36595 -2.80122
N -0.27930 -2.25767 -0.97731
C 2.36337 -1.03586 3.13712
C -2.08877 -0.33680 2.12975
C -1.02713 2.97090 -0.60233
H 6.77108 2.70477 -2.37094
H 2.01446 3.74169 -1.16928
C 1.46453 1.20959 2.55620
H -0.20336 -5.98052 1.18721
H -5.30177 -1.76372 -5.21557
N 1.08602 -0.96089 1.23826
H 4.18944 -1.16514 -0.62392
H -5.17931 2.15744 -3.74844
C 4.82982 1.82870 -2.17379
H 1.00066 -4.65590 3.38433
H 3.32357 -4.19147 2.41367
C -3.15242 2.52404 -4.44956
H 1.49343 1.42805 3.61836
C 6.12875 -0.26085 -0.83579
H -3.69400 0.10448 -5.78989
C -2.51434 1.39021 -3.71197
H 0.43271 -6.54100 -1.76873
C 4.14069 0.72754 -1.67769
C 2.28934 -2.33434 2.63369
C 0.78900 3.65753 2.00603
H -3.76696 6.29067 0.13487
C -1.77248 -1.99703 -2.93415
H 1.27944 -0.00502 5.51316
N -1.25487 0.25517 -2.07321
H 0.11564 -7.56901 0.48521
H -3.36414 5.26634 1.50689
H 1.51241 -3.86760 4.87179
H -4.60573 -1.84814 -3.59681
C 3.05651 -0.58236 4.38869
H 4.31187 2.61143 -2.71141
H 1.79912 -1.66136 5.79720
O 1.85880 -0.64069 -1.94644
H -1.24722 4.49299 2.35632
C -2.17923 1.87641 3.11138
C -0.82916 3.70744 1.72967
C -3.47551 -0.60852 -4.99556
C 0.04388 -4.54604 -1.18241
H -1.82572 5.44475 -1.15641
H 3.94080 -1.20162 4.55006
H 3.72067 -3.31015 3.86103
C -1.42405 2.35123 2.06300
C -1.55593 2.75585 -1.91943
H 0.15722 2.73146 4.60838
C 1.65102 -0.21690 2.25964
H 2.19418 4.01148 3.56409
H -2.01844 3.59581 -2.41849
H -1.32399 -6.66559 0.01325
C 1.18655 2.14553 0.25440
N -0.33304 1.82521 -0.03966
H -0.87824 -5.90949 -3.37686
H 1.67621 5.41311 0.82107
C -1.70420 1.56049 -2.50653
H -3.33937 2.21206 -5.47703
H -3.38324 -5.99499 -3.60354
H -2.45163 3.35972 -4.51519
H 1.60331 -4.31311 0.97025
C -4.47014 2.98379 -3.81248
C 6.84194 0.83250 -1.32223
C -4.78402 -1.18914 -4.44852
C 6.20246 1.86898 -1.98687
C -2.90596 -5.41922 -2.81138
C -1.86156 5.27530 -0.08027
C 1.18192 -3.36152 0.67011
N 1.81018 0.97039 -0.31003
C -3.30898 5.34437 0.41933
C -2.50704 0.50910 3.13623
H 1.58558 -5.89916 -0.62611
C -0.26874 -6.57243 0.27242
H -2.90125 -6.02932 -1.90700
C 1.14550 4.25071 3.36901
C 1.50648 -2.26470 1.47746
H -2.28900 -2.53262 -3.71514
H 2.69422 -0.32407 6.52048
C -1.08756 1.41092 1.11684
C 0.52210 -5.92648 -0.87330
C 1.65214 3.51186 -0.17804
C -1.21321 3.97184 0.26679
H -1.27641 6.07940 0.37696
C -2.65930 0.07510 -3.94339
H -3.52429 -4.54049 -2.61328
H -3.90503 4.53473 -0.00603
H 6.64660 -1.06449 -0.32987
H -2.88181 -1.39853 -5.46252
*
```

Atom charges from the Löwdin analysis, given in e for atoms 1 to 99: atom 1 (H): 0.085, atom 2 (H): 0.075, atom 3 (H): 0.122, atom 4 (H): 0.110, atom 5 (H): 0.132, atom 6 (C): 0.041, atom 7 (H): 0.083, atom 8 (Ta): 2.008, atom 9 (C): -0.114, atom 10 (H): 0.114, atom 11 (C): -0.067, atom 12 (C): -0.072, atom 13 (H): 0.129, atom 14 (H): 0.074, atom 15 (C): -0.035, atom 16 (C): -0.190, atom 17 (N): 0.062, atom 18 (C): -0.068, atom 19 (C): -0.213, atom 20 (H): 0.125, atom 21 (S): 0.693, atom 22 (H): 0.122, atom 23 (H): 0.089, atom 24 (C): -0.172, atom 25 (C): -0.174, atom 26 (O): -0.234, atom 27 (C): -0.174, atom 28 (C): -0.118, atom 29 (H): 0.064, atom 30 (N): -0.064, atom 31 (C): -0.132, atom 32 (C): -0.059, atom 33 (C): -0.160, atom 34 (H): 0.122, atom 35 (H): 0.124, atom 36 (C): 0.074, atom 37 (H): 0.066, atom 38 (H): 0.084, atom 39 (N): -0.034, atom 40 (H): 0.120, atom 41 (H): 0.075, atom 42 (C): -0.035, atom 43 (H): 0.066, atom 44 (H): 0.113, atom 45 (C): -0.171, atom 46 (H): 0.112, atom 47 (C): -0.040, atom 48 (H): 0.112, atom 49 (C): -0.108, atom 50 (H): 0.114, atom 51 (C): -0.302, atom 52 (C): -0.119, atom 53 (C): -0.272, atom 54 (H): 0.086, atom 55 (C): 0.034, atom 56 (H): 0.067, atom 57 (N): -0.042, atom 58 (H): 0.085, atom 59 (H): 0.076, atom 60 (H): 0.069, atom 61 (H): 0.068, atom 62 (C): -0.182, atom 63 (H): 0.121, atom 64 (H): 0.068, atom 65 (O): -0.384, atom 66 (H): 0.147, atom 67 (C): 0.047, atom 68 (C): -0.045, atom 69 (C): -0.170, atom 70 (C): -0.098, atom 71 (H): 0.115, atom 72 (H): 0.112, atom 73 (H): 0.111, atom 74 (C): -0.087, atom 75 (C): 0.074, atom 76 (H): 0.061, atom 77 (C): -0.185, atom 78 (H): 0.131, atom 79 (H): 0.116, atom 80 (H): 0.075, atom 81 (C): -0.353, atom 82 (N): -0.009, atom 83 (H): 0.113, atom 84 (H): 0.143, atom 85 (C): -0.169, atom 86 (H): 0.114, atom 87 (H): 0.083, atom 88 (H): 0.118, atom 89 (H): 0.123, atom 90 (C): -0.060, atom 91 (C): -0.029, atom 92 (C): -0.065, atom 93 (C): -0.037, atom 94 (C): -0.065, atom 95 (C): -0.169, atom 96 (C): 0.074, atom 97 (N): -0.204, atom 98 (C): -0.061, atom 99 (C): 0.001

# 3
This record from the OMol25 dataset describes C17H26N2O3 in the gas phase. The level of theory is ωB97M-V/def2-TZVPD.

Calculated values
**Energy**: -27173.919 eV
**Energy above the lowest of the compared OMol25 structures with the same formula, charge and spin**: 182.1 kJ/mol
**SMILES**: CC(C)OC[C@H](O)CN1C[C@@H]2C[C@H](C1)c1cccc(=O)n1C2
**Orbital gap**: 0.3169 Eh

Structure (ORCA input):
```
! wB97M-V def2-TZVPD RIJCOSX def2/J DEFGRID3
* xyz 0 1
H 0.71477 -5.15470 0.56230
C -0.94441 2.96694 1.04079
H -1.88528 0.71296 -2.49618
C 1.55138 -4.62248 0.11638
C 1.18281 -3.16197 -0.15085
H -1.06565 4.11955 -1.35517
H -3.52228 1.36515 -0.66793
C 1.26309 2.32219 1.71469
H -3.00167 1.07692 0.99765
H -0.39019 -0.08786 -1.97852
C -1.48826 -1.76943 0.77570
H 3.84218 1.08850 -0.15944
H -2.25808 -1.70531 -0.98004
H -2.86828 3.45836 0.28396
H 3.20157 -2.42807 -0.08999
H 2.09148 -1.37593 -0.96221
H -0.78481 -3.67683 1.47402
C -0.43182 2.07102 -1.66403
N -1.76012 0.31336 -0.47438
C 1.89309 1.58622 -0.92262
C 2.86088 1.46470 0.08936
H -1.20670 2.52720 2.00887
C 2.55352 1.80838 1.36529
C -2.05694 2.77281 0.01955
H 3.26375 1.72025 2.17117
H -0.90298 0.18013 1.47210
O 0.91485 2.67825 2.83047
H -2.39091 -1.70323 1.40763
H 2.64681 -2.88191 -1.71117
C -1.11798 0.68055 -1.71245
O 0.86286 -2.48549 1.06576
C -0.45421 -2.63241 1.52402
H -0.42951 -2.31630 2.57002
C -0.93495 -0.35332 0.52021
H 2.39678 -4.67006 0.79853
H 0.02777 2.25811 -2.63863
H 1.81546 -5.11531 -0.81527
O -1.83609 -2.39091 -0.44134
H 0.31781 -3.12498 -0.82482
C 0.64249 2.04933 -0.61537
C -1.49730 3.11616 -1.35699
C -2.65144 1.34870 0.00056
H 0.09122 -0.45734 0.16326
C 2.35766 -2.41337 -0.77445
N 0.34242 2.41107 0.65293
H 2.12306 1.30707 -1.93819
H -2.28260 3.08374 -2.11476
H -0.79525 4.03959 1.21958
*
```

Charges computed using Löwdin, reported in e: atom 1 (H): 0.070, atom 2 (C): -0.091, atom 3 (H): 0.130, atom 4 (C): -0.039, atom 5 (C): -0.442, atom 6 (H): 0.127, atom 7 (H): 0.127, atom 8 (C): -0.439, atom 9 (H): 0.130, atom 10 (H): 0.129, atom 11 (C): -0.327, atom 12 (H): 0.110, atom 13 (H): 0.085, atom 14 (H): 0.145, atom 15 (H): 0.085, atom 16 (H): 0.053, atom 17 (H): 0.127, atom 18 (C): -0.210, atom 19 (N): -0.159, atom 20 (C): -0.052, atom 21 (C): -0.066, atom 22 (H): 0.129, atom 23 (C): 0.010, atom 24 (C): -0.256, atom 25 (H): 0.114, atom 26 (H): 0.133, atom 27 (O): 0.036, atom 28 (H): 0.146, atom 29 (H): 0.081, atom 30 (C): -0.126, atom 31 (O): -0.128, atom 32 (C): -0.159, atom 33 (H): 0.134, atom 34 (C): -0.114, atom 35 (H): 0.083, atom 36 (H): 0.149, atom 37 (H): 0.079, atom 38 (O): -0.034, atom 39 (H): 0.131, atom 40 (C): -0.187, atom 41 (C): -0.109, atom 42 (C): -0.130, atom 43 (H): 0.117, atom 44 (C): -0.034, atom 45 (N): 0.062, atom 46 (H): 0.113, atom 47 (H): 0.122, atom 48 (H): 0.144